No. 1
Below is C40H100F6N8O12Sr as an isolated structure, with properties calculated with ωB97M-V/def2-TZVPD.

Computed properties:
Total charge: 0
Kohn-Sham gap: 0.9597 eV
DFT total energy: -96713.6932 eV
Energy relative to the best compared isomer or geometry (same formula, charge and spin): 0.400 eV

```
167
Properties=species:S:1:pos:R:3:forces:R:3
Sr -5.677469 1.891755 -2.257800 1.105 -0.315 0.436
C 4.827960 -7.098981 -5.690836 1.049 -4.523 0.844
O 6.193950 -7.105518 -5.194204 -0.190 1.569 0.378
O 4.401566 -8.461084 -5.557116 0.010 4.187 -0.199
C 3.952939 -5.995004 -5.022148 0.157 -2.264 0.852
F 3.601915 -6.283652 -3.724852 0.891 0.655 -0.667
F 4.414314 -4.759367 -5.132140 1.165 0.870 0.749
F 2.831666 -5.956150 -5.675558 -2.467 -0.200 -1.289
C 7.072686 -6.168504 -5.802013 1.871 0.009 0.403
C 8.362435 -5.952638 -4.923723 -0.920 -1.015 -0.058
H 9.090602 -6.745972 -5.092534 -0.196 -0.307 0.184
H 8.937877 -5.044001 -5.100718 -0.561 0.314 -0.091
H 7.983110 -6.015712 -3.903799 0.451 0.223 0.220
H 6.700516 -5.154769 -5.950102 -0.687 -0.239 -0.262
H 7.445907 -6.623687 -6.719406 -0.359 0.329 -0.579
H 4.891766 -6.860956 -6.752603 -0.272 0.425 -0.474
C -0.123403 2.387311 0.326392 -2.011 -0.615 -1.718
O -0.028376 0.948939 0.526499 -1.223 0.846 0.597
O -1.369953 2.606742 -0.243642 1.655 0.545 1.833
C 0.350162 3.114574 1.661539 -2.204 0.396 -1.674
F 1.579190 2.818625 2.057777 0.584 -0.088 -0.058
F 0.240071 4.454063 1.525504 0.883 0.559 -0.692
F -0.483110 2.883769 2.645898 -0.858 -1.220 1.695
C 1.182605 0.349725 0.478871 3.031 0.916 -0.220
C 1.165622 -1.063095 0.194276 -1.297 -2.667 -0.461
H 0.930319 -1.642771 1.086864 0.142 -0.399 -0.102
H 0.395449 -1.274748 -0.547435 -0.177 -0.131 -0.107
H 2.099543 -1.363806 -0.280559 0.108 -0.232 0.459
H 1.818080 0.430869 1.360741 -0.113 0.693 0.526
H 1.833678 0.662852 -0.337312 -0.109 1.399 -0.314
H 0.587451 2.697914 -0.439307 0.907 -0.072 -0.060
C -3.126316 -8.964542 -2.469160 -1.616 0.136 0.577
C -3.414925 -8.482281 -3.905939 1.430 0.812 1.589
C -3.341982 -6.871623 -3.845251 -0.340 -1.672 -0.146
O -4.355266 -6.271201 -3.036173 -0.085 0.322 -1.747
C -5.695626 -6.483907 -3.589616 0.697 0.224 2.497
N -2.385619 -9.021673 -4.764649 0.114 0.727 -0.971
H -3.702805 -8.338807 -1.787831 0.138 0.391 0.134
H -2.081854 -8.882838 -2.168301 0.075 0.107 -0.414
H -3.486839 -9.945335 -2.159027 0.214 -0.386 -0.716
H -4.298047 -8.851929 -4.427044 -0.662 0.273 0.883
H -3.307313 -6.516554 -4.875210 -0.663 0.315 -0.351
H -2.353449 -6.583858 -3.487336 -0.112 -0.093 0.642
H -5.783602 -6.562117 -4.673245 0.243 -0.356 0.188
H -6.340726 -5.694405 -3.204108 0.291 0.668 -0.432
H -6.045179 -7.281214 -2.933715 -0.439 -0.943 -1.117
H -2.539031 -8.438680 -5.575010 0.424 -0.435 -1.090
H -1.457561 -8.742173 -4.480600 0.306 -0.070 0.484
C 0.393921 -1.743694 6.698908 0.117 1.324 -0.560
C -0.582709 -0.982184 7.604192 1.191 0.638 -0.809
C -0.598035 0.565155 7.336304 -0.526 -1.101 -0.755
O -1.288239 1.291196 8.325396 -0.437 -1.138 0.991
C -2.223386 2.244962 7.843991 1.466 -0.270 0.068
N -1.856926 -1.591565 7.311892 -0.748 0.765 0.000
H 0.145906 -2.803816 6.751165 0.994 -0.132 0.568
H 1.394188 -1.324893 6.809278 0.493 -1.093 0.729
H 0.282273 -1.561674 5.630025 -0.888 0.472 -0.137
H -0.314766 -1.149884 8.647339 0.295 0.153 0.214
H -1.114931 0.649355 6.380359 -0.238 0.133 -0.290
H 0.382032 1.004174 7.149663 0.356 -0.244 0.347
H -2.740228 2.667711 8.705537 0.055 0.001 -0.142
H -2.920441 1.786312 7.142689 -0.103 0.163 -0.143
H -1.541849 2.958092 7.380247 -0.900 0.797 -0.471
H -2.543278 -0.963493 7.705003 -0.625 -0.397 0.276
H -1.865272 -2.477388 7.797014 -0.509 -0.069 0.084
C -0.578968 -7.924204 3.054086 0.777 0.017 -0.409
C -0.209560 -8.739660 4.265142 0.840 -0.376 0.168
C -0.471574 -10.229857 4.117854 -1.261 1.671 0.475
O -1.879964 -10.158334 4.121220 -1.395 -3.295 -0.782
C -2.396378 -11.505445 3.930768 -0.298 0.380 0.554
N 1.179201 -8.619452 4.617023 0.586 0.421 -0.656
H -0.537915 -6.852379 3.247998 -0.684 0.076 0.356
H -1.523201 -8.285154 2.646363 0.039 0.462 -0.061
H 0.232004 -7.993558 2.329092 -0.081 -0.594 -0.346
H -0.752188 -8.369402 5.134945 -0.860 -0.357 -0.084
H -0.145285 -10.771550 5.005658 0.233 -0.124 0.226
H -0.045156 -10.727400 3.246796 -0.025 0.266 -0.334
H -2.270300 -11.916585 2.929184 0.251 0.395 -0.271
H -3.456355 -11.579356 4.173849 -0.056 0.578 -0.074
H -1.923242 -12.207261 4.617564 0.347 0.043 0.162
H 1.254248 -7.658555 4.918904 0.893 -0.091 0.564
H 1.287819 -9.292752 5.361983 0.694 0.536 0.507
C -1.626581 12.793632 5.011840 1.909 -0.243 -0.304
C -2.719700 12.631825 3.977384 0.137 1.751 0.718
C -3.698955 11.586247 4.437229 0.742 -0.685 1.567
O -4.635749 11.169193 3.538044 -0.728 -1.960 -2.764
C -4.076448 10.236971 2.547688 -0.086 1.003 -0.229
N -3.266618 13.979527 3.710212 -0.296 -0.416 -0.569
H -0.896539 11.986687 4.948799 -0.357 -0.666 0.216
H -1.858361 12.924793 6.068805 -0.626 -0.010 -0.157
H -0.937597 13.589952 4.730271 -0.460 0.608 -0.044
H -2.247391 12.371455 3.030159 0.003 -0.457 0.049
H -4.250355 11.852865 5.338876 -0.002 0.755 0.030
H -3.152505 10.710328 4.786878 0.583 -0.251 -0.007
H -4.792506 10.070288 1.742962 -0.202 0.410 0.204
H -3.752876 9.237422 2.838061 -0.367 -0.018 1.191
H -3.167085 10.649179 2.110369 -0.077 0.348 -0.151
H -3.436864 14.570322 4.511502 0.014 -0.347 0.301
H -4.126480 13.887159 3.188467 -0.180 0.172 -0.048
C -5.352778 -2.676986 1.833151 0.477 -3.256 1.714
C -5.725407 -1.410464 1.239685 1.499 0.650 -0.818
C -5.591916 -0.230152 2.206031 -2.290 0.300 -0.466
O -6.315266 0.824069 1.600045 -0.722 1.488 -1.694
C -6.449099 2.032183 2.348709 -0.094 -1.086 0.300
N -4.777809 -1.179119 0.137595 0.255 0.730 -1.387
H -6.047172 -3.075102 2.573030 -0.062 0.421 0.453
H -4.344004 -2.749293 2.239640 0.063 0.559 0.355
H -5.332757 -3.520951 1.143638 -0.207 0.244 -0.708
H -6.710181 -1.577370 0.803262 -0.273 0.897 0.214
H -4.580909 0.124277 2.406872 0.217 -0.607 0.256
H -6.229279 -0.429328 3.067544 0.831 -0.495 0.787
H -7.246682 2.666303 1.961608 0.316 -0.015 -0.782
H -5.476011 2.522046 2.383681 -0.163 0.329 0.379
H -6.876052 1.778871 3.319090 0.589 0.042 0.558
H -4.587206 -2.040208 -0.354652 -0.696 -0.403 -0.418
H -3.841407 -1.053092 0.494499 0.235 0.762 0.562
C 5.914656 -3.701323 2.706892 -0.190 -1.028 -0.460
C 6.821325 -4.427311 1.708251 0.460 0.172 0.610
C 8.063566 -3.588306 1.411102 -0.490 0.402 -2.369
O 7.733944 -2.821103 0.153336 0.753 -0.718 1.823
C 8.854145 -2.138270 -0.364696 -0.100 0.052 -0.565
N 7.187225 -5.746019 2.315529 -0.245 1.225 0.111
H 6.375299 -3.892530 3.676098 -0.319 0.425 0.213
H 4.962261 -4.224657 2.622296 -0.260 0.068 0.559
H 5.703987 -2.653001 2.495381 0.405 -0.027 -0.045
H 6.254251 -4.612680 0.796027 0.319 0.383 -0.353
H 8.921318 -4.235964 1.229733 0.148 -0.089 -0.295
H 8.374605 -2.877438 2.176626 -0.357 0.043 0.223
H 9.430971 -1.577559 0.370816 -0.024 -0.052 0.317
H 8.523712 -1.427765 -1.122381 -0.360 0.096 0.151
H 9.520984 -2.798972 -0.918692 0.247 -0.378 0.228
H 6.317168 -6.258675 2.332340 0.144 -0.507 0.101
H 7.866862 -6.245072 1.759529 -0.142 -0.067 -0.262
C 6.199820 11.227326 -5.398608 1.154 -2.014 -0.099
C 4.800946 11.547330 -4.922279 0.318 -1.488 -0.767
C 4.128133 10.524099 -3.973721 -1.706 -1.175 -0.516
O 2.732283 10.884768 -3.636688 0.426 1.262 0.123
C 1.972813 9.831462 -3.074035 1.061 -1.357 -0.283
N 4.965492 12.684668 -4.118819 -1.155 2.599 1.290
H 6.848296 11.055558 -4.539488 0.167 0.728 0.147
H 6.621538 11.940654 -6.106714 -0.198 0.606 0.531
H 6.395980 10.299843 -5.936570 -0.892 -0.448 -0.273
H 4.263812 11.820236 -5.830635 -0.924 -0.718 0.035
H 4.680017 10.418651 -3.039696 0.283 0.272 -0.001
H 3.993767 9.522079 -4.381146 0.622 -0.132 -0.460
H 2.424055 9.371041 -2.195109 0.594 0.140 0.189
H 1.950418 9.042232 -3.825502 -0.311 -0.360 -0.075
H 0.951728 9.984554 -2.724686 0.034 1.228 -0.611
H 4.072925 12.733965 -3.648722 -0.195 0.321 0.965
H 4.834628 13.489641 -4.714640 0.724 0.532 -0.192
C -3.392458 5.028554 -7.343677 0.678 0.367 -0.203
C -3.842227 3.776640 -6.539207 -0.321 0.173 -1.810
C -2.790520 2.644421 -6.444209 1.174 -0.191 -0.154
O -3.221880 1.539202 -5.718966 -3.009 -0.781 1.534
C -2.319900 0.487054 -5.509082 2.485 1.187 -0.644
N -4.228235 4.234234 -5.234531 0.767 -0.029 2.318
H -2.545973 5.582956 -6.938444 0.350 -0.469 0.822
H -4.157626 5.802811 -7.287463 -0.437 -0.317 -0.296
H -3.043000 4.945976 -8.372827 -0.585 -0.656 -0.211
H -4.743864 3.394849 -7.018154 0.072 -0.283 -0.189
H -1.856503 3.006195 -6.014281 0.129 0.572 0.532
H -2.415254 2.209112 -7.370359 -0.505 0.684 -0.943
H -1.866969 0.200057 -6.458088 -0.187 -0.411 -0.302
H -2.576044 -0.414976 -4.953342 -1.152 0.450 -0.105
H -1.480724 0.933057 -4.975256 0.366 -0.196 0.391
H -4.906076 4.975331 -5.127705 -0.710 -0.169 -1.098
H -3.413505 4.768490 -4.968283 0.542 -0.159 0.936
```
Positions in Å, forces in eV/Å.

=====

No. 2
Below is C42H44O7STi as an isolated structure, with properties calculated with ωB97M-V/def2-TZVPD.

Computed properties:
Spin multiplicity: 2
Total charge: -1
Kohn-Sham gap (spin up / spin down): 5.8067 / 6.0884 eV
Expectation value of S²: 0.7589
DFT total energy: -92551.2206 eV

```
95
Properties=species:S:1:pos:R:3:forces:R:3
Ti -0.770731 -1.209406 1.157444 -2.019 2.586 -3.805
C 6.088169 -1.209406 1.225844 0.361 0.028 0.027
O 5.669369 -1.209406 2.584844 -0.330 -0.004 -0.538
C 4.315469 -1.209406 2.791644 -0.728 0.016 -0.808
C 3.924169 -1.209306 4.118844 -1.079 -0.004 1.333
C 2.567469 -1.209306 4.447244 1.154 0.020 -0.804
C 1.564669 -1.209406 3.451844 -2.334 -0.054 0.962
C 0.091969 -1.209406 3.855744 2.758 0.120 0.609
C -0.312431 -1.209406 5.313844 -0.048 0.005 0.035
O -0.832931 -1.209406 3.040844 -0.067 -0.197 1.706
C 1.930569 -1.209406 2.072244 1.568 -0.383 1.314
O 1.109169 -1.209406 1.095244 1.854 -0.647 0.305
C 3.326069 -1.209406 1.804644 1.054 -0.155 -0.419
H 7.182569 -1.209406 1.215744 -0.198 0.000 0.229
H 5.753969 -0.304606 0.707144 -0.146 -0.180 -0.008
H 5.753969 -2.114206 0.707144 -0.144 0.176 -0.007
H 4.672869 -1.209306 4.903944 -0.037 0.009 -0.109
H 2.337069 -1.209306 5.502244 -0.195 0.014 -0.094
H 0.498469 -1.209806 6.034344 0.096 0.003 -0.152
H -0.917731 -2.101606 5.503244 -0.090 0.175 -0.078
H -0.917231 -0.317006 5.503444 -0.069 -0.181 -0.104
H 3.602169 -1.209406 0.751544 -0.093 0.019 0.169
C 1.729769 2.770894 -3.529556 -0.154 0.433 -0.148
C 1.522769 1.611394 -2.562156 0.970 0.487 -0.678
C 2.771869 0.732694 -2.519556 0.252 -0.440 0.201
O 1.254769 2.150494 -1.284056 -1.194 -0.788 -0.458
C 0.332369 1.182594 -0.673556 0.663 0.649 -0.163
C -0.521131 0.714494 -1.898656 -0.492 0.416 -1.380
O 0.429469 0.839794 -3.017056 -0.106 0.006 1.428
C -1.251431 -0.736206 -1.918456 -0.072 0.284 -0.303
O -0.770731 -1.448006 -0.899556 0.439 -0.707 2.688
C -2.800731 -0.540306 -1.719256 -1.034 0.549 -0.742
C -3.677231 -0.356106 -2.808156 -0.025 -0.100 0.328
C -5.053531 -0.157506 -2.631456 0.533 -0.049 0.100
C -5.595831 -0.115706 -1.352756 0.077 -0.096 0.097
C -4.759431 -0.272906 -0.254356 0.755 -0.153 -0.484
C -3.388031 -0.481106 -0.440456 -0.656 1.524 -2.717
C -0.992531 -1.600706 -3.227256 -0.289 0.455 -0.835
C -0.911531 -3.011606 -3.188856 0.079 0.556 0.355
C -0.706631 -3.779506 -4.341456 -0.102 0.612 0.317
C -0.600631 -3.160306 -5.581956 0.020 0.029 0.061
C -0.713631 -1.776906 -5.666756 -0.108 0.069 0.597
C -0.916531 -1.015906 -4.508556 -0.110 -0.255 0.106
C -0.333231 1.843594 0.623344 0.619 0.479 -0.753
O -0.770731 0.851294 1.396044 -1.282 -2.729 0.764
C -1.505731 2.813094 0.259244 -0.017 0.807 -0.270
C -2.754731 2.785094 0.913844 0.495 -0.342 -0.099
C -3.777531 3.684694 0.596844 0.575 -0.185 -0.137
C -3.575831 4.652194 -0.381756 0.050 -0.092 0.031
C -2.348731 4.722094 -1.034556 0.198 -0.464 0.283
C -1.328431 3.820394 -0.710656 -0.220 -0.075 0.164
C 0.767169 2.559294 1.501344 0.513 0.867 -0.395
C 1.983569 1.906194 1.800444 -0.460 0.202 -0.152
C 2.983469 2.516294 2.564944 -0.657 -0.208 -0.297
C 2.791469 3.801094 3.062344 -0.139 0.084 -0.040
C 1.595569 4.464694 2.805244 -0.120 -0.502 -0.117
C 0.594869 3.847594 2.044244 0.153 -0.409 -0.146
H 2.557869 3.413194 -3.211456 -0.024 -0.192 0.001
H 0.831769 3.398294 -3.571456 0.043 -0.192 0.122
H 1.920469 2.413994 -4.547256 0.056 -0.084 0.207
H 3.631369 1.284594 -2.125256 -0.135 0.091 -0.116
H 3.017069 0.346094 -3.514656 -0.100 0.140 0.079
H 2.622369 -0.139006 -1.873256 -0.161 0.119 -0.028
H 0.987869 0.356394 -0.364956 -0.649 0.117 0.219
H -1.272331 1.475394 -2.138056 -0.143 -0.050 0.382
H -3.295331 -0.367006 -3.820356 0.044 -0.049 -0.057
H -5.688231 -0.030206 -3.501156 0.011 0.007 0.017
H -6.656331 0.049794 -1.208756 -0.072 0.007 -0.044
H -5.144031 -0.221206 0.757644 -0.054 0.004 0.070
H -2.746731 -0.584606 0.434844 -0.782 1.169 -1.198
H -0.999131 -3.513206 -2.226456 0.049 0.211 -0.070
H -0.628531 -4.856906 -4.250256 -0.028 0.022 -0.041
H -0.435931 -3.751806 -6.474756 0.004 -0.001 -0.014
H -0.645031 -1.275706 -6.625656 -0.013 -0.035 0.012
H -1.027531 0.060294 -4.608356 0.118 -0.192 0.027
H -2.929631 2.028594 1.676544 0.153 0.050 -0.167
H -4.727331 3.606094 1.113544 0.029 0.039 -0.035
H -4.371931 5.340994 -0.637656 0.002 0.021 -0.006
H -2.174931 5.467994 -1.801556 -0.018 0.007 0.029
H -0.372931 3.902594 -1.218956 -0.056 -0.063 0.063
H 2.128369 0.888494 1.444244 0.050 0.617 -0.055
H 3.896569 1.969994 2.772144 0.004 0.009 0.006
H 3.563569 4.275094 3.657444 -0.001 0.020 -0.022
H 1.423469 5.459994 3.199644 0.023 -0.030 0.001
H -0.336731 4.380394 1.883644 0.083 -0.038 -0.111
C -2.039731 -4.793506 1.675444 -0.079 0.087 0.174
S -0.770731 -3.613806 1.157444 -0.162 -1.773 0.115
C 0.498269 -4.793506 0.639444 0.139 0.064 -0.081
H -1.666631 -5.421606 2.488544 0.001 0.029 -0.093
H -2.342331 -5.421606 0.833544 0.093 0.099 0.042
H -2.915931 -4.246206 2.033144 0.248 0.100 -0.133
H 0.125169 -5.421606 -0.173656 0.000 0.084 0.075
H 0.800869 -5.421606 1.481344 -0.068 0.064 -0.061
H 1.374469 -4.246206 0.281744 -0.232 0.090 0.068
H -2.531331 -1.209406 1.157444 1.203 -2.854 3.656
```
Positions in Å, forces in eV/Å.